(w)
# C3H7N3O

A cluster of 2 separate species, C3H7N3O in total (ωB97M-V with the def2-TZVPD basis set, OMol25).

Element x y z (Å)
O 0.472 1.090 -1.738
N -0.412 0.284 0.313
N -2.386 -0.971 -0.398
N 2.931 -0.283 -0.268
C -1.741 -0.216 0.633
C 0.078 0.722 -0.708
C 2.466 0.691 0.372
H -1.845 -1.784 -0.666
H 2.820 1.683 0.112
H -2.371 0.640 0.895
H -2.567 -0.413 -1.220
H 2.573 -1.193 0.031
H 1.602 0.596 1.122
H -1.621 -0.847 1.519

Properties
* HOMO: -9.668 eV
* total charge: 0
* SMILES string: NCN=C=O.C=N
* HOMO-LUMO gap: 10.34 eV

---

(x)
# C3H7N3O

An isolated molecule of C3H7N3O (ωB97M-V with the def2-TZVPD basis set, OMol25).

Element x y z (Å)
O 0.062 -1.435 -0.649
N 3.171 0.710 0.879
N 0.954 0.410 0.383
N -1.281 0.328 -0.096
C -0.090 -0.326 -0.167
C 2.269 -0.005 0.343
C -2.525 -0.267 -0.515
H -2.907 0.206 -1.427
H -2.363 -1.325 -0.721
H 2.386 -0.956 -0.181
H 0.782 1.276 0.874
H -3.232 -0.174 0.313
H -1.305 1.287 0.208
H 4.079 0.271 0.756

Properties
* HOMO: -9.577 eV
* total charge: 0
* SMILES string: [H]/N=C/NC(=O)NC
* HOMO-LUMO gap: 10.35 eV

---

Quick ranking, most stable first: (x), (w).

---

(w)
# C3H7N3O

An isolated molecule of C3H7N3O (ωB97M-V with the def2-TZVPD basis set, OMol25).

Element x y z (Å)
O 3.214 -0.075 -0.044
N -2.262 0.723 -0.533
N -1.299 -0.198 -0.279
N 0.923 -0.321 0.391
C -0.044 0.284 -0.366
C -1.732 -0.954 0.958
C 2.029 0.324 -0.182
H -2.415 -1.913 0.823
H 0.044 1.512 -0.660
H -2.336 0.918 -1.640
H -2.496 -0.479 1.465
H 1.607 1.191 -0.633
H -0.866 -1.479 1.454
H -2.302 1.503 0.027

Properties
* HOMO: -9.552 eV
* total charge: 0
* SMILES string: CN(N)/C=N/C=O
* HOMO-LUMO gap: 9.56 eV

---

(x)
# C3H7N3O

An isolated molecule of C3H7N3O (ωB97M-V with the def2-TZVPD basis set, OMol25).

Element x y z (Å)
O 1.771 0.311 1.711
N -1.303 -0.942 0.032
N 0.409 2.141 -0.567
N 1.010 0.212 0.761
C -0.626 -1.788 0.850
C -0.428 -0.252 -0.961
C 0.450 0.696 -0.239
H 1.011 2.297 -1.371
H 1.006 2.609 0.170
H -1.116 0.224 -1.651
H -1.773 -0.235 0.528
H -0.857 -1.863 1.816
H 0.235 -1.064 -1.502
H 0.212 -2.348 0.424

Properties
* HOMO (alpha / beta): -6.616 / -8.447 eV
* total charge: 0
* HOMO-LUMO gap (alpha / beta): 6.67 / 9.29 eV

---

Quick ranking, most stable first: (w), (x).

---

(w)
# C3H7N3O

An isolated molecule of C3H7N3O (ωB97M-V with the def2-TZVPD basis set, OMol25).

Element x y z (Å)
O 1.434 0.285 -1.010
N 0.153 -1.487 -0.095
N 0.839 0.546 1.738
N -1.045 -0.795 1.543
C 0.160 -0.194 -0.583
C -0.064 -0.125 0.994
C -0.904 0.425 -1.470
H -1.701 -1.121 0.843
H -0.812 0.011 -2.475
H -0.775 1.506 -1.526
H 2.053 -0.446 -0.868
H 0.890 0.309 2.717
H 1.671 0.874 1.276
H -1.900 0.210 -1.083

Properties
* HOMO: -8.617 eV
* total charge: 0
* HOMO-LUMO gap: 8.11 eV

---

(x)
# C3H7N3O

An isolated molecule of C3H7N3O (ωB97M-V with the def2-TZVPD basis set, OMol25).

Element x y z (Å)
O -2.235 1.321 -0.108
N -1.128 0.766 -0.061
N 1.411 0.466 0.375
N -1.288 -1.614 0.316
C 0.787 -0.649 -0.378
C -0.720 -0.439 -0.146
C 0.917 1.744 -0.014
H 1.083 -0.538 -1.428
H 1.035 -1.597 0.015
H -2.396 -1.673 0.280
H 1.200 0.156 1.375
H -0.861 -2.429 0.083
H 1.198 1.957 -1.007
H 0.997 2.530 0.697

Properties
* HOMO (alpha / beta): -7.248 / -7.559 eV
* total charge: 0
* HOMO-LUMO gap (alpha / beta): 7.68 / 8.17 eV

---

(y)
# C3H7N3O

A cluster of 2 separate species, C3H7N3O in total (ωB97M-V with the def2-TZVPD basis set, OMol25).

Element x y z (Å)
O 0.619 -1.368 -1.287
N 0.348 1.431 -0.957
N -0.435 -0.620 0.711
N -1.165 0.503 -2.632
C -0.368 0.892 -1.891
C -0.319 0.131 1.986
C 0.606 -0.515 -0.273
H 1.609 -0.271 0.201
H 0.399 0.871 1.778
H -1.242 -1.267 0.552
H -0.133 -1.437 -1.869
H 0.051 -0.539 2.728
H -1.254 0.590 2.205
H 1.282 1.599 -1.253

Properties
* HOMO: -8.850 eV
* total charge: 0
* HOMO-LUMO gap: 9.60 eV

---

(z)
# C3H7N3O

An isolated molecule of C3H7N3O (ωB97M-V with the def2-TZVPD basis set, OMol25).

Element x y z (Å)
O 1.002 0.166 -0.661
N -1.154 -0.295 0.194
N 1.654 1.037 0.279
N -2.647 1.436 0.270
C -1.588 0.970 -0.218
C 0.497 -2.069 0.225
C 0.009 -0.696 -0.036
H -2.935 2.333 -0.116
H 1.321 -2.017 0.936
H -0.831 1.447 -0.920
H -0.311 -2.678 0.615
H 1.453 1.992 -0.019
H 0.880 -2.495 -0.701
H 2.650 0.868 0.152

Properties
* HOMO: -9.610 eV
* total charge: 0
* SMILES string: [H]/N=C/N=C(/C)ON
* HOMO-LUMO gap: 10.36 eV

---

Quick ranking, most stable first: (y), (z), (w), (x).

---

(w)
# C3H7N3O

An isolated molecule of C3H7N3O (ωB97M-V with the def2-TZVPD basis set, OMol25).

Element x y z (Å)
O 0.053 -1.957 0.369
N -2.915 0.649 -0.695
N 1.542 -0.400 0.397
N -0.730 0.164 -0.174
C -2.050 -0.220 -0.373
C 0.313 -0.651 0.188
C 2.188 0.864 0.275
H 3.253 0.698 0.461
H -3.832 0.222 -0.808
H 2.084 1.286 -0.731
H -0.539 1.150 -0.294
H 1.826 1.587 1.016
H -2.214 -1.288 -0.225
H 1.021 -2.104 0.593

Properties
* HOMO: -9.175 eV
* total charge: 0
* SMILES string: [H]/N=C/N/C(O)=N\C
* HOMO-LUMO gap: 10.05 eV

---

(x)
# C3H7N3O

An isolated molecule of C3H7N3O (ωB97M-V with the def2-TZVPD basis set, OMol25).

Element x y z (Å)
O -0.966 1.459 -0.163
N -0.067 -0.483 -0.994
N 0.832 -0.610 -3.101
N -0.370 -0.214 1.279
C -0.086 0.624 2.428
C -0.516 0.346 0.036
C 0.047 -0.020 -2.297
H 0.033 1.651 2.076
H 0.804 -0.160 -4.013
H -0.882 0.603 3.179
H 0.852 0.299 2.892
H -0.581 0.851 -2.494
H -0.096 -1.183 1.329
H 0.598 -1.212 -0.770

Properties
* HOMO: -9.695 eV
* total charge: 0
* SMILES string: [H]/N=C/NC(=O)NC
* HOMO-LUMO gap: 10.48 eV

---

Quick ranking, most stable first: (x), (w).

---

(w)
# C3H7N3O

An isolated molecule of C3H7N3O (ωB97M-V with the def2-TZVPD basis set, OMol25).

Element x y z (Å)
O 0.259 2.433 -0.287
N 1.183 -1.614 0.396
N -0.372 0.183 0.012
N 2.038 0.356 -0.254
C -0.545 1.520 -0.230
C -1.533 -0.693 -0.012
C 0.957 -0.394 0.055
H 2.924 -0.046 0.025
H 1.937 1.363 -0.156
H -1.299 -1.643 -0.499
H -1.851 -0.866 1.018
H -2.360 -0.241 -0.568
H -1.676 1.755 -0.159
H 0.337 -2.114 0.659

Properties
* HOMO: -9.141 eV
* total charge: 0
* SMILES string: [H]/N=C(/N)N(C)C=O
* HOMO-LUMO gap: 9.89 eV

---

(x)
# C3H7N3O

An isolated molecule of C3H7N3O (ωB97M-V with the def2-TZVPD basis set, OMol25).

Element x y z (Å)
O -0.592 0.135 -2.450
N -0.561 0.004 -0.038
N 1.113 -0.732 -1.034
N 0.562 -1.653 1.326
C -0.021 -0.198 -1.441
C -1.034 1.348 0.300
C 0.792 -0.602 0.609
H -1.373 1.357 1.338
H -1.849 1.625 -0.374
H -0.210 2.053 0.174
H 1.420 0.251 0.909
H 1.198 -1.705 2.114
H 1.803 -1.167 -1.633
H -1.249 -0.716 0.198

Properties
* HOMO: -8.375 eV
* total charge: 0
* HOMO-LUMO gap: 9.15 eV

---

(y)
# C3H7N3O

An isolated molecule of C3H7N3O (ωB97M-V with the def2-TZVPD basis set, OMol25).

Element x y z (Å)
O 0.303 0.252 -1.482
N -3.328 -0.463 0.122
N 1.195 0.149 0.617
N -1.095 0.045 0.319
C -2.242 -0.119 -0.438
C 2.571 0.129 0.172
C 0.161 0.160 -0.274
H 3.115 -0.692 0.652
H 1.003 0.144 1.606
H 3.086 1.073 0.384
H 2.563 -0.030 -0.907
H -1.192 -0.190 1.298
H -2.071 0.078 -1.498
H -4.068 -0.537 -0.572

Properties
* HOMO: -9.614 eV
* total charge: 0
* SMILES string: [H]/N=C/NC(=O)NC
* HOMO-LUMO gap: 10.40 eV

---

(z)
# C3H7N3O

An isolated molecule of C3H7N3O (ωB97M-V with the def2-TZVPD basis set, OMol25).

Element x y z (Å)
O 1.498 0.231 -1.454
N 1.630 0.374 2.540
N -0.786 0.331 -1.393
N 0.444 0.232 0.576
C 1.590 0.017 1.323
C 0.463 0.251 -0.816
C -1.952 -0.384 -0.894
H 2.371 -0.498 0.757
H -0.305 0.695 1.072
H -2.002 -1.407 -1.287
H -0.693 0.361 -2.399
H -1.906 -0.448 0.195
H -2.870 0.143 -1.173
H 2.519 0.100 2.953

Properties
* HOMO: -9.775 eV
* total charge: 0
* SMILES string: [H]/N=C/NC(=O)NC
* HOMO-LUMO gap: 10.59 eV

---

Quick ranking, most stable first: (y), (z), (w), (x).

---

(w)
# C3H7N3O

An isolated molecule of C3H7N3O (ωB97M-V with the def2-TZVPD basis set, OMol25).

Element x y z (Å)
O -0.815 -0.834 1.827
N 2.714 -1.208 -1.097
N 1.018 -0.919 0.457
N -0.663 0.622 0.062
C -1.953 1.220 0.343
C -0.212 -0.402 0.864
C 1.541 -0.814 -0.821
H 0.046 1.230 -0.319
H -2.165 1.949 -0.442
H -1.990 1.712 1.322
H 0.828 -0.380 -1.529
H 1.477 -1.547 1.105
H 2.895 -1.071 -2.091
H -2.720 0.443 0.319

Properties
* HOMO: -9.822 eV
* total charge: 0
* SMILES string: [H]/N=C/NC(=O)NC
* HOMO-LUMO gap: 10.52 eV

---

(x)
# C3H7N3O

An isolated molecule of C3H7N3O (ωB97M-V with the def2-TZVPD basis set, OMol25).

Element x y z (Å)
O -1.330 0.473 -1.349
N -0.635 -1.479 -0.301
N 1.895 2.397 0.242
N 0.555 0.553 -0.047
C 0.852 1.899 -0.270
C -0.516 -0.060 -0.635
C -1.469 -1.825 0.985
H 1.159 0.063 0.600
H -2.407 -1.284 0.781
H -0.945 -1.246 1.765
H 0.114 2.391 -0.906
H -1.121 -1.922 -1.080
H 0.271 -1.937 -0.204
H 1.982 3.377 -0.016

Properties
* HOMO: -7.265 eV
* total charge: 0
* HOMO-LUMO gap: 7.65 eV

---

Quick ranking, most stable first: (w), (x).

---

(w)
# H25O13

A cluster of 13 separate species, H25O13 in total (ωB97M-V with the def2-TZVPD basis set, OMol25).

Element x y z (Å)
O 2.450 -2.160 -0.429
O -0.723 1.423 -2.949
O -0.524 3.289 0.315
O -2.333 2.826 -1.586
O 0.688 0.085 3.113
O 2.064 0.449 0.024
O 0.375 -2.461 2.490
O 1.224 -3.722 -2.001
O 0.004 -0.395 -1.311
O -1.577 -2.935 0.781
O -2.210 -0.483 -0.055
O 2.149 3.102 -0.313
O -1.404 1.212 1.829
H -0.476 0.592 -2.346
H 0.133 -1.288 -1.646
H 1.218 0.112 -0.447
H -1.377 -0.367 -0.713
H -0.332 -2.707 1.815
H 2.426 3.467 0.532
H 2.337 -2.502 0.472
H -1.055 -3.208 0.006
H -1.997 -2.070 0.534
H -3.248 2.726 -1.845
H 2.387 -1.165 -0.385
H -1.178 1.976 1.262
H 2.324 2.125 -0.308
H 1.746 -2.916 -1.649
H 0.258 -2.936 3.317
H 1.462 -4.444 -1.414
H 0.185 -0.753 2.957
H 1.793 0.545 0.954
H -1.671 2.163 -2.044
H 0.429 3.201 0.169
H -1.061 3.446 -0.479
H -2.872 0.210 -0.154
H -1.806 0.507 1.257
H 0.032 1.983 -2.720
H -0.083 0.615 2.794

Properties
* HOMO: -6.972 eV
* total charge: -1
* HOMO-LUMO gap: 9.98 eV

---

(x)
# H25O13

A cluster of 13 separate species, H25O13 in total (ωB97M-V with the def2-TZVPD basis set, OMol25).

Element x y z (Å)
O 0.379 -3.503 -1.704
O 2.442 -0.969 2.240
O 0.167 3.383 -0.443
O -2.951 -2.465 -2.572
O 2.837 -1.533 -1.221
O 0.431 -1.022 -0.271
O 0.872 2.541 4.083
O -0.386 -2.678 1.490
O -0.886 2.424 1.808
O -1.207 -0.192 -2.159
O 1.989 1.414 -1.883
O -1.975 0.401 2.899
O -2.682 1.821 -1.167
H 1.873 -1.626 -1.030
H -2.016 -0.535 3.189
H 2.755 -0.566 1.413
H 2.911 1.578 -2.069
H 0.350 -2.551 -1.547
H -1.763 2.136 -1.198
H -0.221 -1.983 0.761
H 0.262 -3.329 1.206
H 1.044 3.200 3.403
H -1.096 3.312 1.516
H -1.197 2.349 2.710
H -1.575 0.233 2.031
H 1.173 1.747 3.609
H -0.210 -3.841 -1.034
H 1.560 -0.986 1.815
H -2.439 1.003 -1.671
H -0.491 -0.556 -1.591
H 0.768 2.844 -0.994
H -0.795 0.448 -2.758
H -2.772 -1.542 -2.330
H -2.053 -2.789 -2.609
H -0.667 3.095 -0.723
H 3.083 -2.009 -2.015
H 0.438 -0.071 -0.054
H 2.051 0.820 -1.133

Properties
* HOMO: -7.041 eV
* total charge: -1
* HOMO-LUMO gap: 9.65 eV

---

Quick ranking, most stable first: (w), (x).

---

(w)
# H25O13

A structure of composition H25O13 (ωB97M-V with the def2-TZVPD basis set, OMol25).

Element x y z (Å)
O -2.708 1.404 1.106
O -1.961 -1.182 2.598
O -0.405 2.151 -1.704
O -4.103 -1.069 -0.458
O 0.332 0.295 2.984
O 3.233 2.569 -1.311
O -1.151 -0.475 0.224
O -1.483 -2.943 -0.463
O 0.768 -1.775 -0.632
O 0.255 -3.163 2.095
O 2.079 -0.059 -3.121
O 3.919 0.308 -0.765
O 0.952 4.178 -0.739
H -2.813 1.711 0.214
H 0.355 0.392 3.835
H -0.623 1.379 -1.250
H -0.340 -3.737 1.739
H 1.807 3.992 -1.053
H 3.965 0.169 -1.745
H 2.366 2.480 -1.827
H -0.527 2.916 -1.278
H 4.461 -0.209 -0.294
H -3.309 -1.491 -0.028
H -0.703 -2.152 -0.493
H -3.676 -0.871 -1.348
H 0.904 4.121 0.235
H 0.064 -0.531 2.702
H 0.699 -2.731 -0.740
H 1.740 -0.311 -2.219
H -1.806 0.888 1.145
H 1.489 0.643 -3.494
H -1.708 -2.815 -1.283
H 3.197 1.932 -0.477
H 0.338 -2.303 1.576
H -2.184 -1.280 3.556
H -1.537 -1.336 0.459
H -1.785 -0.184 2.420
H -0.100 -0.914 -0.169

Properties
* HOMO: -6.249 eV
* total charge: -1
* HOMO-LUMO gap: 9.17 eV

---

(x)
# H25O13

A cluster of 13 separate species, H25O13 in total (ωB97M-V with the def2-TZVPD basis set, OMol25).

Element x y z (Å)
O -2.285 0.075 -3.200
O 1.793 -2.388 -2.193
O 1.764 0.615 -2.211
O 0.832 1.703 2.964
O 3.571 1.855 1.220
O -2.040 -3.464 -1.685
O -1.773 -1.237 3.304
O -1.300 -1.887 0.231
O -1.836 2.760 -3.197
O 0.630 -0.978 1.494
O 2.914 -1.031 2.706
O 0.022 4.126 0.668
O -2.475 0.607 -0.507
H -2.264 -0.790 -2.798
H -2.684 1.256 0.067
H -0.452 -1.554 0.839
H 0.617 1.943 2.067
H -1.344 -2.004 2.940
H 3.306 1.039 1.681
H -1.361 -3.240 -1.012
H 1.658 0.497 -3.163
H 0.279 2.373 3.395
H -1.993 -2.016 0.890
H 1.199 -0.094 -1.880
H -1.332 0.244 -3.216
H 0.538 3.939 1.459
H -1.326 -0.406 3.430
H -2.491 -2.636 -1.746
H 0.764 4.455 0.148
H 2.074 -0.818 2.199
H 0.970 -1.824 1.815
H 1.935 -3.100 -1.571
H -2.347 -0.322 -0.290
H 1.297 -2.812 -2.879
H 3.054 -0.582 3.528
H -1.928 2.315 -2.337
H -2.091 1.981 -3.715
H 4.108 1.400 0.556

Properties
* HOMO: -5.653 eV
* total charge: -1
* HOMO-LUMO gap: 8.44 eV

---

Quick ranking, most stable first: (x), (w).